Entry 1:
C38H113NO35 | ωB97M-V/def2-TZVPD

```
! RIJCOSX wB97M-V def2-TZVPD def2/J DEFGRID3
* xyz 0 1
C 2.34961 0.30203 0.84559
C 1.06784 -0.24106 0.24950
C -0.04276 0.77507 0.28639
O -1.25047 0.04833 0.22036
C -2.43228 0.80433 0.21406
N 1.27276 -0.82651 -1.08452
H 2.27701 0.64505 1.87716
H 2.80809 1.10703 0.26307
H 3.09321 -0.50816 0.90340
H 0.73094 -1.04153 0.92342
H 0.00432 1.57938 -0.46612
H -0.01323 1.33437 1.24101
H -3.28733 0.13805 0.13120
H -2.48026 1.60417 -0.52289
H -2.58646 1.28769 1.19992
H 1.85187 -0.23914 -1.69680
H 0.38004 -0.67135 -1.56281
C 4.02393 -2.42356 -2.62023
C 4.19574 -0.96277 -2.32868
O 3.37395 -0.15801 -3.22767
O 4.60731 -2.76754 -3.87772
H 2.94838 -2.65570 -2.57689
H 4.42445 -3.02666 -1.79710
H 5.21834 -0.59885 -2.45159
H 3.87455 -0.75503 -1.30728
H 3.87862 0.61852 -3.48363
H 4.89492 -3.68199 -3.89471
C 6.77024 -2.26119 1.43685
C 6.43749 -1.61183 0.09409
O 7.61521 -1.19730 -0.58620
O 5.61829 -2.89101 1.90507
H 7.07943 -1.48252 2.15299
H 7.63219 -2.93584 1.36046
H 5.72250 -0.81418 0.27080
H 5.96584 -2.44438 -0.45264
H 8.19088 -1.96553 -0.66946
H 5.83394 -3.34632 2.72682
C -1.78834 5.75118 2.27801
C -1.48053 4.45841 1.54676
O -0.17553 4.49398 0.98624
O -3.18352 5.89777 2.62797
H -1.52204 6.59080 1.62440
H -1.17704 5.85539 3.18629
H -2.24065 4.22687 0.78636
H -1.55276 3.58804 2.20759
H -0.10112 5.17538 0.31191
H -3.37803 5.36503 3.40492
C 2.81967 -5.01457 1.02945
C 2.46398 -3.61218 0.60834
O 1.53415 -3.71426 -0.47953
O 3.34609 -5.77709 -0.06781
H 1.87098 -5.45358 1.40964
H 3.48626 -5.03809 1.88694
H 3.35279 -3.04106 0.29313
H 2.03295 -3.04450 1.44958
H 1.34748 -2.78783 -0.74312
H 2.67179 -5.75246 -0.76351
C -0.09631 -2.43376 4.55551
C -0.50670 -1.07638 4.04096
O 0.59767 -0.16932 4.18921
O 0.74609 -3.06171 3.58755
H -0.95810 -3.05082 4.83205
H 0.46245 -2.22586 5.48329
H -1.40584 -0.68414 4.49789
H -0.67595 -1.16289 2.95787
H 1.37238 -0.60703 3.78002
H 0.67697 -4.00836 3.74341
C -3.37087 3.88704 -3.57588
C -2.17219 3.03462 -3.26731
O -2.67529 1.74398 -2.91803
O -4.04329 3.33835 -4.74635
H -3.06825 4.88865 -3.86136
H -4.08996 3.76183 -2.75541
H -1.64483 3.41080 -2.37422
H -1.47017 3.02293 -4.10220
H -2.05607 1.08002 -3.29034
H -4.02867 2.36179 -4.70894
C 3.80698 -2.74481 5.16770
C 4.42524 -1.48999 4.64983
O 3.63535 -0.97151 3.57681
O 4.73102 -3.43960 5.97745
H 3.60384 -3.39997 4.30927
H 2.80798 -2.63752 5.59683
H 5.44682 -1.67419 4.29581
H 4.53724 -0.69232 5.40197
H 4.17804 -0.27018 3.17336
H 4.40293 -3.47440 6.87899
C -3.98382 0.70895 4.16874
C -5.16780 0.81089 3.22049
O -6.40180 0.71415 3.88957
O -3.94335 1.80359 5.06211
H -3.09534 0.70500 3.51901
H -4.07418 -0.20949 4.74451
H -5.07782 0.12038 2.38514
H -5.08909 1.82668 2.78614
H -6.51128 1.53014 4.38895
H -3.74166 2.61118 4.58047
C -1.53140 -2.45520 -4.32598
C -1.30550 -1.46517 -3.21576
O -0.86356 -0.16182 -3.59744
O -2.73384 -2.02567 -5.02227
H -1.72968 -3.43692 -3.88252
H -0.72053 -2.53079 -5.05166
H -0.79071 -1.87191 -2.34388
H -2.31114 -1.28990 -2.79721
H -0.00024 -0.33969 -4.01704
H -2.94313 -2.68635 -5.69254
C 1.58002 -1.15663 -6.07533
C 2.57989 -1.91026 -6.92652
O 3.90685 -1.52620 -6.63949
O 1.65963 -1.64210 -4.71409
H 0.59471 -1.38174 -6.50084
H 1.76352 -0.07658 -6.04892
H 2.36730 -1.75929 -7.98827
H 2.42220 -2.97467 -6.70974
H 4.14252 -1.93463 -5.78215
H 2.34960 -1.09932 -4.25489
C -1.78439 -3.35277 0.33802
C -2.41070 -4.70063 0.49477
O -3.57431 -4.89428 -0.32482
O -2.48290 -2.33928 1.03552
H -1.63194 -3.16026 -0.72882
H -0.78908 -3.42512 0.81029
H -2.68643 -4.88074 1.54397
H -1.71866 -5.48385 0.18632
H -4.29303 -4.31913 -0.00351
H -1.95082 -1.52809 0.85327
C 2.56381 3.97691 3.13330
C 2.26695 2.85354 4.06707
O 0.87550 2.54062 4.00050
O 2.38358 3.57212 1.78352
H 3.58402 4.34960 3.22049
H 1.89494 4.80840 3.39839
H 2.63453 3.09312 5.07907
H 2.77905 1.93738 3.72188
H 0.81690 1.58176 4.15773
H 1.44162 3.70737 1.54949
C 5.71498 1.87196 1.81923
C 7.01116 1.78068 1.04903
O 8.11753 2.39319 1.78937
O 5.72656 1.08189 3.02579
H 4.90019 1.51013 1.18360
H 5.49662 2.91654 2.08812
H 6.96110 2.30694 0.08580
H 7.29375 0.74264 0.88666
H 7.89618 3.32565 1.91652
H 6.15405 1.58664 3.72379
C -6.62683 3.86965 0.50293
C -6.69606 2.75348 -0.52606
O -5.72526 1.78974 -0.21362
O -6.96002 3.35670 1.81214
H -7.38446 4.61797 0.26638
H -5.64439 4.35431 0.51527
H -6.56671 3.16776 -1.54415
H -7.72650 2.37398 -0.55267
H -5.43506 1.35529 -1.04266
H -6.55065 2.48585 1.89589
C 2.79060 4.03927 -2.72888
C 2.82220 3.28654 -1.41356
O 3.78873 3.63787 -0.49116
O 1.69577 3.47768 -3.45905
H 3.72815 3.88516 -3.27743
H 2.59815 5.10119 -2.53938
H 2.79146 2.20329 -1.63921
H 1.80501 3.44668 -1.00248
H 3.39980 3.58053 0.41688
H 1.75219 3.80922 -4.35948
C -6.18681 -2.23909 -0.07374
C -7.32515 -1.50773 0.59596
O -8.62124 -1.97629 0.18045
O -5.93789 -3.50027 0.57351
H -5.27444 -1.64604 -0.00853
H -6.37437 -2.41872 -1.13656
H -7.26793 -0.45107 0.33305
H -7.23791 -1.67229 1.67288
H -8.60929 -2.89252 -0.10713
H -6.76793 -3.93287 0.79141
C -5.47293 -0.16193 -4.58542
C -5.30007 -0.81549 -3.20891
O -4.79377 0.06853 -2.23863
O -4.29187 0.43724 -5.03955
H -6.22936 0.62182 -4.47030
H -5.82606 -0.90057 -5.31278
H -4.53619 -1.59004 -3.41319
H -6.22009 -1.28453 -2.88567
H -4.06645 0.61543 -2.60177
H -3.60166 -0.25384 -5.10222
*
```

Calculated values
Max |F| (eV/A): 2.3
LUMO level (eV): 0.2
E_tot (hartree): -4203.543956
HOMO (eV): -9.527

***

Entry 2:
C38H16Cl5N8Ni | ωB97M-V/def2-TZVPD

```
! RIJCOSX wB97M-V def2-TZVPD def2/J DEFGRID3
* xyz -1 1
Ni 0.12505 -0.27693 -0.50601
C 5.72525 -3.30023 0.90648
C 6.24960 -2.47256 -0.09645
C 5.45216 -1.55724 -0.76151
C 4.11322 -1.49354 -0.39873
C 3.00329 -0.68023 -0.87568
N 3.14552 0.22222 -1.81792
C 2.10511 0.84780 -2.32857
C 2.22645 1.78638 -3.43121
C 3.32554 2.32349 -4.09119
C 3.07874 3.19759 -5.13390
C 1.76810 3.52475 -5.51445
C 0.67651 2.98432 -4.85987
C 0.92729 2.10944 -3.80931
C 0.04885 1.37473 -2.91477
N -1.26371 1.40430 -3.03372
C -2.03894 0.79726 -2.16932
N -1.66916 0.12867 -1.04082
C -2.78976 -0.16416 -0.33800
N -2.87555 -0.70699 0.85974
C -1.81339 -1.19778 1.45471
N -0.56361 -1.33658 0.93603
C 0.18767 -2.04234 1.82399
N 1.43053 -2.43775 1.68602
C 2.18594 -1.96412 0.71528
N 1.87075 -1.01060 -0.19627
C 3.59270 -2.31754 0.59206
C 4.39047 -3.23245 1.26609
C -0.60608 -2.34033 3.01033
C -0.29204 -2.96041 4.21085
C -1.27970 -3.00375 5.18015
C -2.54235 -2.43995 4.95667
C -2.85301 -1.82517 3.75565
C -1.86076 -1.78701 2.78692
C -3.96550 0.27768 -1.07559
C -5.32385 0.20513 -0.80059
C -6.19210 0.74193 -1.73554
C -5.71494 1.33906 -2.91050
C -4.35837 1.41545 -3.17679
C -3.49241 0.87042 -2.23913
N 0.79117 0.65719 -2.03196
H 6.38039 -4.00106 1.40899
H 7.29977 -2.55057 -0.34975
H 5.84955 -0.91016 -1.53221
H 4.33222 2.06436 -3.79091
H 3.90954 3.64250 -5.66768
H 1.61486 4.21564 -6.33428
H -0.33818 3.22995 -5.14396
H 3.97700 -3.85958 2.04478
H 0.69504 -3.36860 4.38209
H -1.06945 -3.46198 6.13848
H -3.28151 -2.47069 5.74736
H -3.81817 -1.36845 3.58068
H -5.67975 -0.24604 0.11612
H -7.25967 0.70828 -1.55666
H -6.42365 1.75325 -3.61704
H -3.97931 1.88517 -4.07474
Cl 2.45351 0.78076 2.50486
C 0.73548 1.24451 2.53008
C 0.13785 1.60875 1.33553
C -1.11022 2.17385 1.51887
Cl -1.89328 2.97123 0.13343
C -1.81546 2.19979 2.72066
Cl -3.43184 2.82033 2.83234
C -1.20083 1.69191 3.86151
Cl -2.04558 1.65048 5.37078
C 0.11596 1.24221 3.77588
Cl 0.92108 0.69402 5.21165
*
```

Calculated values
Max |F| (eV/A): 0.6
LUMO level (alpha / beta) (eV): 1.0 / 1.0
E_tot (hartree): -5705.241334
ΔE to the lowest compared entry with this formula, charge and spin (kJ/mol): 0.0
HOMO (alpha / beta) (eV): -3.965 / -3.960

***

Entry 3:
C38H24BF4IN14O2W | ωB97M-V/def2-TZVPD

```
! RIJCOSX wB97M-V def2-TZVPD def2/J DEFGRID3
* xyz 3 2
W -0.15008 0.20280 -0.94836
C -1.59063 -4.00176 -2.84171
C -0.18325 -3.67645 -2.45636
N 0.72913 -4.64002 -2.48409
C 1.98162 -4.40792 -2.11336
C 2.46355 -3.16580 -1.70785
C 3.92708 -2.98508 -1.37725
O 4.12025 -2.11959 -0.26735
C 1.52823 -2.13326 -1.68191
C 1.87045 -0.75246 -1.26341
N 1.60663 0.35342 -2.03794
C 2.63984 1.24352 -2.31809
C 3.91553 0.66905 -2.47945
C 5.04196 1.41295 -2.77133
C 4.93780 2.78348 -2.93863
C 3.69001 3.38789 -2.81882
C 2.56119 2.64364 -2.51381
I 0.82552 3.82790 -2.42516
C 0.20134 -2.40748 -2.01839
O -0.70744 -1.40666 -1.86872
H -1.57802 -4.72109 -3.65773
H -2.14681 -3.11512 -3.13852
H -2.11205 -4.47303 -2.00582
H 2.66028 -5.25251 -2.16420
H 4.46085 -2.55197 -2.22931
H 4.36905 -3.96619 -1.20694
H 4.34903 -2.65467 0.50102
H 2.70796 -0.67394 -0.57480
H 4.00044 -0.40488 -2.38872
H 5.99475 0.91402 -2.88303
H 5.80118 3.38751 -3.18067
H 3.61152 4.45561 -2.97393
C -1.36118 1.89610 -4.80204
C -0.70276 0.93359 -4.03098
N -1.03462 1.06413 -2.75182
N -1.89067 2.11338 -2.66439
C -2.10281 2.62354 -3.90352
B -2.57034 2.48723 -1.40818
N -3.05588 1.37623 -0.57600
C -4.25684 1.17864 0.02492
C -4.29700 -0.09841 0.51853
C -3.05982 -0.65073 0.17875
N -2.32161 0.22571 -0.48864
N -0.39526 2.01718 -0.36623
C 1.12730 4.65379 -0.51104
C 1.51525 3.95975 0.54993
C 1.66672 2.50849 0.61571
N 0.76381 1.71088 0.16633
N -2.85955 3.86314 -1.19521
C -3.76324 4.52193 -0.38395
C -3.58809 5.85277 -0.55487
C -2.51812 5.96139 -1.48576
N -2.07933 4.78925 -1.86663
H -1.32163 2.02108 -5.87025
H -0.01983 0.15685 -4.33813
H -2.78227 3.44596 -4.05023
H -5.02417 1.93363 0.01402
H -5.11337 -0.57419 1.03232
H -2.67673 -1.63962 0.37210
H 1.03037 5.72900 -0.55098
H 1.80457 4.54390 1.42015
H 2.54520 2.06856 1.07082
H -4.46573 3.99778 0.23929
H -4.13881 6.65087 -0.08821
H -2.06242 6.86121 -1.87006
F -1.46619 -0.86509 3.42879
C -1.05795 -1.76615 4.33038
C -1.67267 -1.81898 5.53034
F -2.64979 -0.97822 5.77133
C -1.27828 -2.77153 6.54291
C -0.19191 -3.64792 6.17165
C 0.41540 -3.57809 4.96348
F 1.39719 -4.41680 4.68295
C 0.02046 -2.63080 3.97201
C 0.64001 -2.55896 2.72485
C 0.25757 -1.66523 1.71240
N -0.05962 -0.97862 0.83957
C 1.74943 -3.36742 2.31276
N 2.67836 -3.94570 1.96544
F 0.21803 -4.54731 7.02879
C -1.89131 -2.83980 7.76722
C -2.97527 -1.99237 8.14559
N -3.87011 -1.34483 8.46142
C -1.51493 -3.76241 8.78663
N -1.26648 -4.47867 9.65035
*
```

Calculated values
Max |F| (eV/A): 0.6
LUMO level (alpha / beta) (eV): -10.0 / -10.7
E_tot (hartree): -3167.565464
ΔE to the lowest compared entry with this formula, charge and spin (kJ/mol): 424.0
HOMO (alpha / beta) (eV): -15.670 / -15.581

***

Entry 4:
C38H25BrF6N6O7S4Zr | ωB97M-V/def2-TZVPD

```
! RIJCOSX wB97M-V def2-TZVPD def2/J DEFGRID3
* xyz 0 1
Zr -1.06004 -0.44238 -0.38816
Br 2.82891 -6.91916 0.10033
C 1.60496 -5.47765 0.20858
C 0.25758 -5.69663 -0.09650
C -0.65185 -4.66865 -0.02418
C -0.22660 -3.36943 0.31463
O -1.08020 -2.38759 0.35017
C 1.12951 -3.16739 0.63171
C 1.53320 -1.90897 1.18589
N 0.89864 -0.78881 1.10982
C 1.36542 0.15321 2.07883
C 2.43642 0.96697 1.83941
C 2.87061 1.89053 2.81195
C 2.23284 1.97169 4.01626
C 1.15147 1.11059 4.30779
C 0.48520 1.11356 5.55778
C -0.52098 0.22394 5.78064
C -0.86964 -0.67764 4.74656
N -0.29411 -0.70840 3.57615
C 0.71096 0.17895 3.34185
C 2.03655 -4.23724 0.59907
H -0.06722 -6.68672 -0.38789
H -1.69606 -4.81972 -0.26005
H 2.43260 -1.94028 1.80762
H 2.92813 0.91432 0.87682
H 3.70580 2.54031 2.58791
H 2.55299 2.68205 4.76890
H 0.79488 1.81776 6.32101
H -1.04851 0.18843 6.72376
H -1.66545 -1.39746 4.91233
H 3.07161 -4.07543 0.87378
S -2.18946 -1.93454 -2.36076
C -0.52515 -2.26851 -2.67761
C -0.04665 -3.09265 -3.70671
C 1.31037 -3.21416 -3.88646
C 2.19498 -2.52505 -3.05118
C 1.66027 -1.75169 -2.04933
N 0.34152 -1.63811 -1.86449
H -0.75440 -3.60198 -4.34483
H 1.69319 -3.84179 -4.68146
H 3.26609 -2.59055 -3.17482
H 2.28531 -1.19540 -1.36287
F -3.90815 3.71954 -1.80512
C -4.58769 2.66773 -1.36525
F -5.82179 2.70119 -1.85516
F -4.64654 2.71541 -0.03651
S -3.73987 1.12120 -1.90733
O -2.49874 1.20017 -1.13649
O -3.70522 1.16619 -3.31964
N -4.64843 -0.03586 -1.35698
S -4.50421 -0.61834 0.08026
O -5.40965 -0.09827 1.05295
O -3.10870 -0.66765 0.55309
C -5.00118 -2.41501 -0.17379
F -6.00223 -2.68675 0.65572
F -5.39737 -2.63503 -1.41367
F -3.98076 -3.20340 0.11743
O -0.59571 0.55441 -2.90735
S 0.28296 1.60369 -2.43964
O -0.05775 2.96711 -2.72359
N 0.42550 1.28017 -0.86910
C 0.52101 2.39204 -0.01880
C 1.37916 3.44935 -0.19649
C 1.40034 4.52989 0.70680
C 0.56753 4.55802 1.78645
C -0.34218 3.49517 1.99301
C -1.27256 3.48299 3.05368
C -2.15911 2.45317 3.16038
C -2.10204 1.40628 2.22455
N -1.22953 1.36252 1.24093
C -0.36258 2.41156 1.09265
C 1.85986 1.29598 -3.19242
C 1.86990 1.08454 -4.56529
C 3.07188 0.82260 -5.20133
C 4.25375 0.77729 -4.47138
C 4.23392 0.99272 -3.10203
C 3.03107 1.24956 -2.45752
H 2.03250 3.47637 -1.05787
H 2.08730 5.34691 0.52888
H 0.57464 5.38641 2.48339
H -1.27741 4.30374 3.76122
H -2.90317 2.41525 3.94284
H -2.78402 0.57366 2.30660
H 0.94273 1.10582 -5.12290
H 3.08572 0.64849 -6.26895
H 5.18995 0.57149 -4.97354
H 5.15270 0.95458 -2.53114
H 3.00044 1.38879 -1.38380
*
```

Calculated values
Max |F| (eV/A): 1.0
LUMO level (eV): -0.5
E_tot (hartree): -7131.546208
ΔE to the lowest compared entry with this formula, charge and spin (kJ/mol): 83.3
HOMO (eV): -7.665